89
Properties=species:S:1:pos:R:3:forces:R:3:mulliken_charge:R:1 method="wB97M-V/def2-TZVPD" lumo_energy_ev=2.15 relative_energy_kj_mol=15.1 max_force_ev_per_a=0.43 gap_ha=0.2390 charge=-1
Pd 0.644208 -0.136358 -0.359819 -0.293 0.070 0.008 0.56
C -2.917685 -1.607083 3.124926 -0.004 -0.004 -0.006 -1.06
C -2.278160 -1.364737 1.899814 0.008 -0.050 -0.015 -0.65
N -1.239725 -0.576356 1.769126 0.155 0.044 0.044 0.49
C -0.745653 0.031084 2.861278 -0.117 -0.047 0.052 -0.08
C -1.322714 -0.131608 4.135750 -0.006 -0.022 -0.081 1.48
C -2.435492 -0.981194 4.243417 0.005 0.004 0.022 -0.91
C -0.776214 0.546935 5.273126 0.031 0.027 0.048 -0.84
C 0.290507 1.357352 5.138640 -0.007 -0.015 0.039 -0.82
C 0.915112 1.546194 3.862146 -0.011 -0.012 -0.082 1.58
C 2.040137 2.372017 3.712653 -0.014 -0.008 0.000 -0.72
C 2.604011 2.514252 2.474411 0.033 0.035 -0.016 -1.44
C 2.060468 1.804045 1.396336 -0.058 -0.007 0.035 -0.53
N 1.019539 0.997879 1.516813 0.165 0.115 0.141 0.60
C 0.425211 0.881710 2.723222 0.037 0.038 -0.006 -0.50
H -3.774495 -2.266140 3.169925 0.008 -0.007 -0.003 0.41
H -2.631166 -1.843889 0.992526 -0.006 0.015 -0.008 0.50
H -2.898214 -1.129886 5.212741 0.005 0.004 0.000 0.41
H -1.237170 0.388232 6.241236 0.000 0.008 -0.003 0.40
H 0.716502 1.867223 5.994493 -0.017 0.001 0.005 0.37
H 2.441848 2.883757 4.579814 -0.003 -0.001 -0.006 0.43
H 3.457759 3.156688 2.306206 0.000 -0.007 0.013 0.43
H 2.476502 1.904372 0.400635 -0.008 -0.004 -0.009 0.58
F 4.219116 -8.875222 0.943946 -0.015 0.011 -0.075 -0.27
C 3.871358 -8.312096 -0.235472 0.004 -0.034 -0.009 0.89
F 3.168329 -9.236995 -0.917342 0.046 0.026 0.039 -0.29
F 5.025813 -8.126474 -0.914607 -0.049 -0.024 0.034 -0.26
C 3.116173 -7.033885 -0.046299 0.045 0.001 0.022 0.34
C 1.944316 -6.783940 -0.741983 -0.039 -0.001 -0.025 -0.92
C 1.281255 -5.580290 -0.553630 0.012 0.037 0.009 -0.39
C 1.774324 -4.606611 0.313512 0.176 0.002 -0.013 0.70
C 2.958612 -4.880749 1.002421 -0.031 -0.085 -0.007 0.10
C 3.626003 -6.082170 0.827756 -0.038 0.057 0.006 -1.33
P 0.835871 -3.003815 0.409446 -0.126 -0.099 -0.058 -0.43
C 1.619038 -1.970456 -0.843134 -0.076 0.237 0.199 0.89
C 0.738908 -1.435490 -1.872259 -0.022 -0.336 -0.269 -0.38
C 1.338545 -0.843646 -3.034914 -0.015 -0.055 -0.002 -0.83
C 2.686742 -0.791405 -3.184414 0.062 0.002 0.052 0.35
C 3.559442 -1.358864 -2.201517 -0.053 0.048 -0.026 -1.46
C 3.039497 -1.924262 -1.084121 0.014 -0.085 -0.008 -0.36
C 3.298491 -0.117880 -4.362439 -0.019 0.034 -0.060 0.69
F 3.842031 1.086426 -4.058752 0.006 -0.065 -0.010 -0.23
F 2.421908 0.108530 -5.363261 0.064 -0.002 0.044 -0.30
F 4.313627 -0.846502 -4.897480 -0.054 0.043 0.003 -0.31
C 1.504083 -2.439688 2.027434 0.031 0.061 0.013 0.89
C 2.569692 -1.554324 2.196533 -0.040 -0.026 -0.059 0.05
C 2.985865 -1.176903 3.461471 -0.011 0.017 0.008 -0.74
C 2.325114 -1.667688 4.581469 0.000 0.009 0.020 0.23
C 1.260992 -2.543526 4.436238 -0.037 -0.023 -0.046 -0.86
C 0.859680 -2.923802 3.163260 0.014 -0.005 0.049 -1.19
C 2.793630 -1.260720 5.943064 0.036 0.033 0.021 0.78
F 3.905736 -1.937459 6.318274 -0.058 0.045 0.009 -0.30
F 3.118150 0.050332 6.005104 -0.006 -0.094 0.013 -0.23
F 1.872585 -1.480955 6.901418 0.051 0.018 -0.037 -0.30
H 1.546920 -7.527904 -1.419164 0.002 0.007 0.001 0.42
H 0.359775 -5.388311 -1.091704 -0.002 0.000 -0.006 0.41
H 3.361112 -4.149808 1.692570 0.017 -0.006 -0.003 0.34
H 4.541440 -6.283209 1.370503 -0.001 0.007 -0.001 0.39
H -0.267612 -1.836643 -1.982129 0.008 -0.003 -0.045 0.43
H 0.687651 -0.434435 -3.797314 0.017 0.005 -0.007 0.38
H 4.628967 -1.341842 -2.366259 0.006 -0.014 0.010 0.38
H 3.708347 -2.393977 -0.369851 0.019 0.000 -0.030 0.41
H 3.046053 -1.126415 1.324701 0.017 -0.002 0.027 0.25
H 3.804718 -0.477490 3.578185 -0.004 -0.002 0.000 0.45
H 0.733100 -2.907363 5.307547 0.004 -0.004 0.004 0.44
H 0.009048 -3.587607 3.048542 0.013 -0.001 0.004 0.37
C 2.985279 4.256815 -2.902734 0.014 -0.003 0.028 -1.55
C 1.659543 3.553563 -2.695556 -0.021 -0.039 -0.065 0.13
O 1.681477 2.881428 -1.464277 -0.031 0.167 0.069 -0.28
H 3.011188 4.771080 -3.866014 -0.003 -0.001 -0.001 0.38
H 3.797560 3.529537 -2.874878 0.007 0.006 -0.006 0.30
H 3.150640 4.990126 -2.110237 0.007 -0.007 -0.007 0.36
H 1.485351 2.850429 -3.522734 -0.004 -0.006 0.006 0.19
H 0.843566 4.291964 -2.725631 -0.006 -0.013 -0.001 0.21
H 0.784315 2.454197 -1.321007 0.107 -0.115 -0.002 0.30
C -2.436537 3.754293 -1.132325 -0.042 -0.031 -0.029 -1.10
Si -2.026141 1.945922 -1.506935 -0.114 -0.003 -0.081 0.30
C -2.270365 1.696758 -3.368194 -0.010 0.023 0.010 -1.10
C -3.354683 0.914246 -0.643644 -0.005 0.011 -0.004 -1.01
O -0.545071 1.586387 -1.058807 0.185 0.120 0.107 -0.59
H -3.443025 4.023790 -1.468843 0.016 0.008 0.008 0.34
H -1.724112 4.420428 -1.627061 -0.001 -0.011 0.006 0.24
H -2.375045 3.942563 -0.056829 0.002 -0.001 -0.010 0.24
H -3.319432 1.737836 -3.677386 0.010 0.019 0.019 0.38
H -1.867867 0.723374 -3.663738 -0.020 -0.001 0.002 0.22
H -1.723578 2.461745 -3.927847 0.009 -0.030 -0.004 0.27
H -4.357574 1.215144 -0.963279 0.004 -0.003 0.006 0.48
H -3.288149 1.038890 0.440542 -0.005 -0.010 -0.014 0.21
H -3.234709 -0.150033 -0.866173 0.029 0.010 0.001 0.16

***

89
Properties=species:S:1:pos:R:3:forces:R:3:mulliken_charge:R:1 method="wB97M-V/def2-TZVPD" lumo_energy_ev="2.13 / 2.13" relative_energy_kj_mol=181.2 max_force_ev_per_a=1.95 gap_ha="0.1796 / 0.1797" charge=-1
Pd -0.218745 -0.338385 0.843496 0.579 0.150 -1.482 -0.83
C -0.475545 0.280615 5.296396 -0.232 -0.204 0.316 -0.92
C -0.690045 0.721615 3.981796 -0.019 -0.168 -0.293 -0.90
N -1.161845 -0.062785 3.035396 -0.194 0.273 0.561 0.33
C -1.471645 -1.338385 3.339896 -0.074 -0.046 0.794 0.18
C -1.392045 -1.844685 4.657396 0.186 0.782 -0.463 1.20
C -0.862345 -0.983185 5.651196 -0.049 0.059 -0.322 -0.89
C -1.786245 -3.176585 4.910196 -0.291 -0.883 -0.394 -0.76
C -2.222145 -3.988285 3.900296 0.231 0.131 0.931 -0.88
C -2.285245 -3.529885 2.562996 0.040 0.371 -0.754 1.08
C -2.673745 -4.348485 1.474496 0.123 0.354 0.067 -0.93
C -2.683345 -3.810685 0.210296 -0.124 -0.230 0.207 -0.85
C -2.346745 -2.468885 0.031396 0.023 0.265 0.296 -0.38
N -1.965445 -1.677885 1.024396 -0.284 -0.344 -0.199 0.65
C -1.914945 -2.196085 2.271096 -0.298 -0.593 -0.038 0.35
H -0.039845 0.951515 6.021096 0.045 0.064 0.044 0.41
H -0.459045 1.734815 3.683996 0.055 0.053 -0.017 0.41
H -0.744645 -1.349085 6.662496 0.027 -0.005 0.054 0.37
H -1.696645 -3.557585 5.919196 -0.052 -0.046 0.052 0.40
H -2.498945 -5.014285 4.104096 -0.001 -0.060 0.047 0.39
H -2.956645 -5.377685 1.644396 0.008 -0.085 0.052 0.41
H -2.978245 -4.400685 -0.645204 -0.007 -0.056 -0.051 0.47
H -2.402345 -2.011485 -0.948404 0.063 0.026 -0.018 -0.01
F -2.908445 -1.086585 -7.209804 -0.185 0.051 0.226 -0.30
C -1.574045 -0.996585 -7.100104 -0.043 -0.112 -0.473 0.82
F -1.080645 -2.129385 -7.652204 0.117 -0.114 0.095 -0.27
F -1.194145 -0.004085 -7.938904 0.055 0.098 0.131 -0.27
C -1.089745 -0.784885 -5.706104 0.117 0.070 0.169 0.44
C 0.285055 -0.669985 -5.508304 -0.473 -0.058 -0.287 -1.37
C 0.782655 -0.433485 -4.246904 -0.108 0.054 0.194 0.00
C -0.078845 -0.320085 -3.154704 0.014 -0.197 -0.316 0.45
C -1.454645 -0.451885 -3.369304 0.328 -0.016 0.201 -0.61
C -1.965145 -0.672385 -4.628104 0.115 -0.038 -0.545 -1.13
P 0.409455 0.066115 -1.429804 -0.359 0.138 1.013 2.48
C -0.122145 1.822615 -1.584404 -0.048 -0.060 0.061 -0.47
C -1.055845 2.294015 -0.671304 0.055 -0.192 0.208 0.17
C -1.549545 3.581815 -0.774804 -0.011 0.277 -0.228 -1.17
C -1.112545 4.394315 -1.811904 -0.056 0.004 0.074 0.41
C -0.178645 3.930315 -2.733504 -0.095 0.084 0.021 -1.08
C 0.309555 2.644415 -2.622504 -0.075 0.099 0.150 -0.16
C -1.602945 5.804515 -1.923804 -0.044 0.330 0.002 0.90
F -2.802445 6.004415 -1.354704 -0.175 -0.195 0.184 -0.28
F -0.766445 6.689715 -1.337104 0.195 -0.024 0.133 -0.27
F -1.726345 6.225115 -3.197704 0.070 -0.150 -0.283 -0.29
C 2.215455 0.225915 -1.575904 0.037 -0.025 -0.010 0.43
C 2.850755 1.351515 -1.055904 -0.159 -0.124 -0.072 -0.71
C 4.224855 1.457615 -1.091804 0.344 -0.159 -0.186 -0.93
C 4.985755 0.432415 -1.643304 -0.052 0.016 0.146 0.33
C 4.369055 -0.728885 -2.101404 0.201 0.159 0.043 -0.63
C 2.994255 -0.835285 -2.046104 -0.111 0.194 -0.012 -1.05
C 6.468655 0.584515 -1.763804 0.451 0.086 -0.306 0.69
F 7.158355 -0.539585 -1.494504 -0.189 -0.279 0.116 -0.28
F 6.982455 1.537815 -0.973304 -0.166 0.160 0.262 -0.29
F 6.847855 0.929215 -3.024404 -0.208 -0.007 -0.135 -0.29
H 0.947555 -0.744085 -6.358404 0.103 0.002 -0.061 0.39
H 1.844455 -0.296285 -4.119304 0.091 -0.030 0.013 0.39
H -2.120245 -0.349885 -2.522604 -0.108 0.014 0.083 0.37
H -3.029245 -0.747385 -4.791804 -0.094 -0.014 0.015 0.48
H -1.393045 1.629715 0.128196 0.141 0.290 -0.346 0.42
H -2.276145 3.943615 -0.064104 -0.083 0.007 0.073 0.56
H 0.141455 4.573515 -3.537904 0.069 0.074 -0.107 0.42
H 1.027855 2.278315 -3.341904 0.062 -0.029 -0.081 0.45
H 2.262155 2.135315 -0.607404 -0.026 0.065 0.088 0.44
H 4.714755 2.329415 -0.689204 0.035 0.103 0.055 0.39
H 4.965755 -1.542285 -2.487904 0.053 -0.064 -0.015 0.46
H 2.513355 -1.749585 -2.369404 0.010 -0.043 -0.031 0.62
C -5.097645 1.823315 2.682396 0.312 -0.356 -0.172 -1.40
C -4.257745 0.675415 2.123796 -0.293 0.056 0.119 0.24
O -3.172045 1.185215 1.392896 0.315 0.135 0.111 -0.48
H -5.962545 1.430315 3.212396 -0.166 0.021 0.049 0.40
H -5.425345 2.465815 1.869196 -0.098 0.088 -0.055 0.31
H -4.498545 2.415715 3.369996 0.040 0.080 0.072 0.30
H -4.878745 0.050715 1.462096 0.049 0.017 0.133 0.24
H -3.919645 0.043915 2.955496 0.026 -0.006 -0.095 0.00
H -2.344145 0.734215 1.678796 -0.429 0.075 -0.120 0.10
C 4.304855 -0.069885 2.235696 -0.516 -0.193 -0.016 -1.00
Si 2.440655 -0.500785 2.184796 0.938 -1.664 0.405 0.83
C 2.119855 -1.331385 3.907096 -0.018 0.505 -0.426 -1.16
C 2.205055 -2.064385 1.046496 -0.074 0.482 0.140 -0.72
O 1.570755 0.732615 1.772596 -0.614 0.762 -0.050 -0.84
H 4.876055 -0.836885 2.745496 0.201 -0.281 0.127 0.33
H 4.451655 0.861015 2.773296 -0.005 0.274 0.143 0.27
H 4.718755 0.054515 1.241696 0.081 0.031 -0.269 0.06
H 2.920955 -2.022285 4.162196 0.210 -0.104 -0.079 0.48
H 1.194855 -1.905585 3.900896 -0.134 -0.050 -0.038 0.13
H 2.049355 -0.598585 4.707096 0.032 0.114 0.176 0.28
H 2.396255 -2.995685 1.573996 0.109 -0.159 0.235 0.59
H 2.856855 -2.039085 0.177196 0.084 -0.014 -0.145 0.22
H 1.156655 -2.105385 0.680196 0.400 -0.069 0.104 -0.17